[1]
Computed, not measured: a cluster of 2 separate species, C9H11F3NO2 in total, with ωB97M-V/def2-TZVPD.

Properties
* gap between HOMO and LUMO (alpha / beta): 6.91 / 6.91 eV
* maximum force: 0.1042 Eh/bohr
* ΔE to the lowest compared entry with this formula, charge and spin: 226.9 kJ/mol
* net charge: +1

Each line ends with the natural charge from an NBO analysis.
Cartesian coordinates (Å):
C (0.657, -1.298, 1.581)  -0.164
C (-0.440, 0.649, -0.108)  -0.368
C (-0.318, -1.679, 0.669)  -0.014
C (-0.830, -0.626, -0.241)  0.179
C (1.088, 0.032, 1.761)  0.109
C (0.406, 1.049, 0.908)  0.548
C (-0.596, -3.118, 0.463)  -0.658
C (0.701, 3.386, 0.353)  -0.264
C (-1.931, -0.947, -1.278)  0.946
N (1.989, 0.419, 2.561)  -0.388
O (0.729, 1.184, -2.872)  -0.989
O (0.935, 2.229, 1.074)  -0.352
F (-2.433, 0.100, -1.965)  -0.300
F (-1.399, -1.734, -2.174)  -0.296
F (-2.988, -1.554, -0.706)  -0.299
H (0.911, -2.040, 2.323)  0.241
H (-0.620, 1.449, -0.833)  0.285
H (0.241, -3.629, 0.278)  0.241
H (-0.881, -3.502, 1.458)  0.250
H (-1.442, -3.430, -0.307)  0.257
H (0.705, 4.344, 1.016)  0.242
H (1.508, 3.374, -0.361)  0.225
H (-0.254, 3.349, -0.092)  0.192
H (2.469, -0.179, 3.207)  0.383
H (0.897, 0.281, -3.193)  0.494
H (0.897, 1.889, -3.522)  0.501



[2]
Computed, not measured: an isolated molecule of C3H5N3OS, with ωB97M-V/def2-TZVPD.

Properties
* gap between HOMO and LUMO: 8.25 eV
* SMILES: Nc1cc(=S)n(N)o1
* maximum force: 0.1345 Eh/bohr
* ΔE to the lowest compared entry with this formula, charge and spin: 571.9 kJ/mol

Each line ends with the natural charge from an NBO analysis.
Cartesian coordinates (Å):
C (0.998, -0.380, -0.215)  0.580
C (-0.055, -1.233, 0.005)  -0.462
C (-1.138, -0.556, -0.231)  -0.057
H (3.006, 0.225, -0.067)  0.406
H (2.555, -1.293, -0.382)  0.378
H (0.070, -2.313, 0.352)  0.258
H (-1.614, 0.974, 1.299)  0.403
H (-2.065, 2.462, -0.066)  0.419
N (2.291, -0.497, 0.185)  -0.778
N (-0.739, 0.806, -0.735)  0.002
N (-1.370, 1.657, 0.371)  -0.752
O (0.745, 0.900, -0.375)  -0.336
S (-2.682, -0.752, -0.139)  -0.060



[3]
Computed, not measured: a cluster of 4 separate species, C2H10O4 in total, with ωB97M-V/def2-TZVPD.

Properties
* gap between HOMO and LUMO: 11.15 eV
* SMILES: CC=O.O.O.O
* maximum force: 0.0101 Eh/bohr
* ΔE to the lowest compared entry with this formula, charge and spin: 2.7 kJ/mol

Each line ends with the natural charge from an NBO analysis.
Cartesian coordinates (Å):
O (1.193, 1.128, 0.268)  -0.579
C (1.665, 0.023, 0.193)  0.472
C (1.463, -1.051, 1.218)  -0.735
H (2.307, -0.223, -0.672)  0.109
H (1.731, -2.025, 0.807)  0.229
H (0.419, -1.012, 1.542)  0.261
H (2.113, -0.804, 2.070)  0.244
H (-0.531, 2.166, 0.232)  0.502
H (-1.714, 2.780, 0.972)  0.475
O (-1.495, 2.296, 0.170)  -0.971
H (-0.696, -0.695, -1.496)  0.482
H (0.319, -0.291, -2.543)  0.462
O (-0.345, -0.965, -2.361)  -0.959
H (-2.474, -1.083, -0.504)  0.479
H (-2.059, 0.352, 0.012)  0.508
O (-1.895, -0.599, 0.091)  -0.980



[4]
Computed, not measured: an isolated molecule of C6H9I, with ωB97M-V/def2-TZVPD.

Properties
* gap between HOMO and LUMO (alpha / beta): 7.73 / 8.33 eV
* 2S+1: 3
* maximum force: 0.0832 Eh/bohr
* ΔE to the lowest compared entry with this formula, charge and spin: 126.1 kJ/mol

Each line ends with the Mulliken spin population.
Cartesian coordinates (Å):
C (-0.184, -0.774, -1.550)  -0.129
C (-1.431, -0.826, -1.507)  0.986
C (0.468, 0.171, -0.620)  0.043
C (-0.757, 0.810, 0.106)  0.791
C (1.581, -0.487, 0.318)  0.026
C (-0.864, 0.607, 1.548)  0.022
I (-1.440, 2.818, -0.358)  0.056
H (0.558, -1.414, -2.085)  0.063
H (-2.218, -1.346, -1.990)  0.050
H (1.024, 0.904, -1.341)  0.007
H (1.787, -0.184, 1.348)  -0.004
H (2.506, -0.363, -0.169)  0.002
H (1.390, -1.535, 0.339)  0.000
H (-0.823, -0.563, 1.786)  0.014
H (-1.630, 1.192, 2.103)  0.011
H (0.035, 0.992, 2.072)  0.063



[5]
Computed, not measured: a structure of composition C34H34BN15O4STi, with ωB97M-V/def2-TZVPD.

Properties
* gap between HOMO and LUMO: 6.91 eV
* maximum force: 0.0043 Eh/bohr
* ΔE to the lowest compared entry with this formula, charge and spin: 443.1 kJ/mol
* net charge: +2

Each line ends with the Löwdin charge.
Cartesian coordinates (Å):
Ti (0.124, -0.020, 0.556)  1.185
C (-0.865, 3.585, -1.708)  -0.005
C (-0.098, 2.925, -0.748)  -0.112
N (-0.259, 1.612, -0.856)  -0.055
N (-1.129, 1.395, -1.874)  0.050
C (-1.496, 2.579, -2.408)  -0.014
B (-1.194, -0.031, -2.414)  -0.623
N (-1.891, -1.041, -1.321)  0.110
C (-3.889, -1.982, -0.399)  -0.113
C (-3.205, -2.505, 0.819)  -0.010
C (-1.876, -2.284, 0.773)  -0.133
N (-1.129, -1.500, -0.145)  -0.072
N (0.231, -0.568, -2.533)  0.041
C (0.964, -1.030, -3.567)  -0.028
C (2.168, -1.481, -3.074)  -0.013
C (2.097, -1.253, -1.696)  -0.099
N (0.939, -0.686, -1.389)  -0.037
N (-2.037, -0.217, -3.638)  -0.006
C (-2.134, -1.335, -4.422)  -0.083
C (-3.261, -1.218, -5.185)  -0.033
C (-3.825, 0.013, -4.787)  -0.127
N (-3.103, 0.600, -3.855)  0.076
H (-0.933, 4.643, -1.884)  0.112
H (0.559, 3.329, 0.004)  0.113
H (-2.168, 2.605, -3.247)  0.116
H (-3.762, -2.717, -1.192)  0.152
H (-3.627, -3.203, 1.528)  0.113
H (-1.223, -2.754, 1.494)  0.117
H (0.589, -0.989, -4.575)  0.132
H (2.976, -1.923, -3.629)  0.111
H (2.811, -1.477, -0.922)  0.117
H (-1.395, -2.121, -4.392)  0.121
H (-3.622, -1.903, -5.933)  0.108
H (-4.720, 0.491, -5.153)  0.115
N (-3.504, 1.985, 1.640)  0.228
C (-4.093, 1.104, 0.755)  -0.135
C (-5.454, 1.012, 0.308)  0.018
C (-5.717, 0.065, -0.598)  0.001
C (-4.717, -0.892, -1.110)  -0.048
C (-3.226, -0.700, -0.767)  -0.239
C (-3.080, 0.317, 0.279)  -0.124
N (-1.909, 0.695, 0.879)  0.078
C (-2.187, 1.706, 1.673)  -0.267
C (-1.097, 2.281, 2.425)  -0.311
C (-1.050, 3.236, 3.391)  -0.288
S (0.562, 3.431, 3.919)  1.145
C (1.077, 2.255, 2.811)  -0.422
N (0.124, 1.729, 2.094)  -0.057
H (-3.978, 2.716, 2.148)  0.187
H (-6.210, 1.707, 0.646)  0.125
H (-6.702, -0.002, -1.041)  0.127
H (-4.958, -1.249, -2.102)  0.142
H (-2.017, -1.877, -1.892)  0.172
H (-1.857, 3.814, 3.811)  0.095
H (2.114, 1.977, 2.706)  0.089
C (-2.753, -0.425, 3.818)  0.034
C (-1.356, -0.932, 3.774)  -0.289
N (-0.462, -0.863, 2.794)  0.105
C (0.641, -1.538, 3.251)  -0.135
C (0.438, -2.006, 4.513)  -0.042
N (-0.830, -1.609, 4.817)  0.208
C (1.218, -2.780, 5.524)  -0.464
O (2.430, -3.166, 5.183)  0.172
O (0.704, -3.006, 6.585)  0.150
C (1.755, -1.729, 2.327)  -0.485
O (2.794, -2.286, 2.608)  0.129
O (1.488, -1.228, 1.143)  -0.149
H (-3.227, -0.530, 2.844)  0.068
H (-2.783, 0.619, 4.135)  0.088
H (-3.330, -1.003, 4.539)  0.103
H (-1.268, -1.832, 5.703)  0.188
H (2.671, -2.902, 4.265)  0.085
N (2.106, 1.142, 0.350)  0.144
C (3.210, 1.098, -0.012)  -0.202
N (4.436, 1.050, -0.414)  -0.050
C (5.442, 0.284, 0.375)  -0.106
C (6.802, 0.452, -0.277)  -0.174
C (6.778, 0.016, -1.742)  -0.166
C (5.606, 0.648, -2.529)  -0.151
C (4.840, 1.665, -1.700)  -0.115
H (5.146, -0.768, 0.395)  0.129
H (5.443, 0.662, 1.398)  0.129
H (7.523, -0.142, 0.284)  0.127
H (7.123, 1.491, -0.185)  0.121
H (6.702, -1.071, -1.788)  0.115
H (7.729, 0.275, -2.205)  0.116
H (4.906, -0.124, -2.857)  0.095
H (5.963, 1.145, -3.431)  0.121
H (3.933, 1.995, -2.204)  0.130
H (5.445, 2.548, -1.485)  0.131



Q: Which formula does entry 5 have?
A: C34H34BN15O4STi



Q: maximum force of number 3 (C2H10O4)?
A: 0.0101 Eh/bohr



Q: Which of these has the lowest ΔE to the lowest compared entry with this formula, charge and spin?
A: C2H10O4